[1]
DFT (the ωB97M-V functional and the def2-TZVPD basis) results for the molecule C5H11NOS2 at a distorted geometry.

```
20
Properties=species:S:1:pos:R:3:forces:R:3:mulliken_spin:R:1
S -1.124 0.720 1.366 3.6 -1.2 -1.1 0.6768
S -3.434 -0.102 -0.944 -0.2 -0.8 -1.4 0.3523
O -3.783 1.293 1.225 -2.4 0.5 -0.7 0.0802
N 0.572 0.486 0.859 -1.8 0.3 -0.8 0.4898
C 1.083 -0.949 1.008 0.3 2.7 -1.3 -0.0154
C 0.980 1.304 -0.368 -0.4 1.7 1.4 -0.0245
C 0.496 -1.960 0.032 -1.1 -1.4 1.1 0.0189
C -3.077 0.562 0.413 -0.7 0.8 1.6 0.4064
C 1.310 0.507 -1.580 2.6 2.9 0.1 0.0198
H 2.024 -0.141 -1.219 1.9 -1.9 0.2 0.0008
H 0.159 2.067 -0.619 1.2 -1.1 0.9 -0.0079
H 0.539 -0.027 -1.923 -3.1 -1.8 -1.7 -0.0080
H -0.530 -1.657 -0.151 -0.3 0.2 -0.3 0.0047
H -3.311 1.815 1.860 0.9 0.1 0.6 -0.0152
H 0.322 -2.958 0.589 0.8 1.3 -1.1 0.0009
H 1.835 1.122 -2.369 -0.9 -0.5 0.8 -0.0005
H 1.935 1.834 -0.077 -1.1 -0.2 -0.1 0.0151
H 2.123 -0.716 0.814 0.6 -0.9 0.4 0.0036
H 0.888 -1.150 2.032 0.1 -0.5 0.8 0.0029
H 0.992 -2.051 -0.948 0.0 -0.2 0.8 -0.0008
```
Forces are in eV/Å.

As for the expectation value of S²: 2.01. The HOMO energy (spin up / spin down) is -5.937 / -8.578 eV. For the energy above the lowest of the compared OMol25 structures with the same formula, charge and spin, the calculation gives 0.803 eV. Its spin multiplicity is 3. As for the HOMO-LUMO gap (spin up / spin down): 6.601 / 6.338 eV. The value obtained for the energy is -30565.8365 eV.



[2]
DFT (the ωB97M-V functional and the def2-TZVPD basis) results for C41H43GeN2OSTcTe as an isolated structure at a distorted geometry.

```
91
Properties=species:S:1:pos:R:3:forces:R:3:lowdin_charge:R:1
Te 1.163 -3.855 -1.878 0.2 0.0 0.1 1.5479
Tc -0.314 -1.654 -1.372 -1.5 -1.1 -0.2 0.9411
Ge 2.903 0.205 -1.484 0.8 0.7 0.0 0.9662
S -1.114 -1.469 -3.422 -0.1 0.5 0.3 0.7868
O -1.613 -1.577 0.014 1.2 -0.4 -0.5 -0.2717
N 0.325 0.586 -4.568 0.0 -0.2 0.0 0.0945
N -1.858 0.256 -5.220 0.0 -0.1 0.0 0.0626
C 1.024 -0.685 -1.325 0.3 0.7 0.0 -0.2961
C 2.684 -7.695 1.198 0.0 0.0 0.0 -0.0174
C 2.982 -6.376 0.891 0.0 0.0 0.0 -0.0081
C -0.364 1.388 -6.775 0.0 0.0 0.0 -0.1207
C -3.204 -1.452 4.542 0.0 0.0 0.0 0.0449
C 3.863 -1.304 -2.207 -0.3 -0.1 0.0 -0.3284
C 3.606 3.110 -4.403 0.1 0.0 0.0 -0.0452
C -2.124 -1.378 2.368 0.0 -0.1 0.0 -0.0733
C 2.387 -4.171 -0.141 0.0 0.0 0.0 -0.3004
C 0.856 -6.175 -0.236 0.0 0.0 0.0 -0.3043
C 0.566 1.627 -5.600 0.0 0.0 0.0 -0.1038
C 2.650 4.076 -4.129 0.0 0.1 0.0 -0.0399
C -0.959 -2.365 4.246 0.0 0.0 -0.1 0.0467
C 1.482 -8.257 0.782 0.1 0.0 0.0 -0.0156
C 4.831 1.162 0.295 0.2 -0.1 0.2 -0.0996
C 4.839 -1.935 -1.432 0.0 -0.1 0.0 -0.1034
C 2.061 -5.609 0.184 0.0 0.0 0.0 -0.2986
C -4.445 -0.275 2.759 0.0 0.0 0.0 -0.0089
C 2.667 0.993 1.342 0.0 -0.2 0.3 -0.1194
C 4.314 -2.840 -4.021 0.0 0.0 0.0 -0.0612
C -0.929 -1.987 2.942 -0.1 0.2 0.1 -0.1450
C 2.661 1.702 -2.691 -0.3 -0.4 -0.1 -0.3290
C 4.552 1.791 2.597 0.1 0.1 0.1 -0.0357
C 5.554 -3.005 -1.956 0.0 0.0 0.0 -0.0465
C 1.688 3.856 -3.148 0.0 0.0 0.0 -0.0624
C -1.797 1.289 -6.284 0.0 0.0 0.0 -0.0900
C 3.207 1.467 2.533 -0.2 0.0 -0.1 -0.0552
C 3.614 1.917 -3.685 0.0 0.0 -0.1 -0.0930
C 3.486 0.805 0.237 -0.2 0.0 -0.1 -0.3117
C 3.606 -1.765 -3.504 0.0 0.0 0.0 -0.1612
C 0.572 -7.504 0.057 0.0 0.0 0.0 -0.0045
C 1.687 2.668 -2.434 0.0 0.2 0.1 -0.1173
C -0.815 -0.039 -4.479 0.0 -0.1 -0.1 -0.6057
C -2.105 -2.580 6.475 0.0 0.0 0.0 0.0133
C -0.129 -5.351 -1.032 0.0 0.1 0.1 -0.3307
C -2.099 -2.145 5.063 0.0 0.0 0.0 -0.1454
C 5.367 1.633 1.487 0.0 0.1 -0.2 -0.0317
C 0.346 -2.111 2.168 -0.1 -0.1 -0.1 -0.0225
C -3.249 -1.036 3.240 0.1 0.0 0.0 -0.1359
C 5.289 -3.458 -3.243 0.0 0.0 0.0 -0.0255
C -2.353 -1.198 1.036 -0.1 0.6 0.3 -0.0668
H -0.897 -4.863 -0.431 0.0 0.0 0.0 0.0648
H 3.401 -8.294 1.741 0.0 0.0 0.0 0.1297
H 1.095 0.342 -3.958 0.0 0.1 0.0 0.0872
H -2.710 -0.279 -5.113 0.0 0.0 0.0 0.1514
H -3.038 -3.096 6.710 0.0 0.0 0.0 0.1205
H -1.260 -3.213 6.724 0.0 0.0 0.0 0.0999
H 6.327 -3.477 -1.366 0.0 0.0 0.0 0.1282
H -0.085 -2.814 4.698 0.0 0.0 0.0 0.1398
H -2.484 0.980 -7.069 0.0 0.0 0.0 0.1487
H 2.114 -3.444 0.622 0.0 0.0 0.0 0.0480
H 0.958 2.531 -1.641 0.0 0.0 0.0 0.1073
H 2.586 1.593 3.408 -0.1 0.1 0.0 0.1161
H 5.858 -4.282 -3.651 0.0 0.0 0.0 0.1293
H 4.382 1.180 -3.889 0.0 0.0 0.0 0.1118
H 1.265 -9.293 1.001 0.0 0.0 0.0 0.1308
H -5.155 -0.939 2.260 0.0 0.0 0.0 0.1193
H -2.153 2.230 -5.864 0.0 0.0 0.0 0.1467
H 5.051 -1.587 -0.427 0.0 0.0 0.0 0.1108
H 1.615 1.551 -5.879 0.0 0.0 0.0 0.1366
H 1.605 0.772 1.289 0.0 0.0 0.0 0.0754
H -3.271 -0.720 0.713 -0.1 -0.1 0.0 0.1404
H 3.418 -4.007 -0.444 0.0 0.0 -0.1 0.0545
H 0.956 4.622 -2.929 0.0 0.0 0.0 0.1242
H 0.406 2.602 -5.141 0.0 0.0 0.0 0.1252
H -0.084 0.475 -7.303 0.0 0.0 0.0 0.1382
H 0.661 -1.139 1.780 0.0 0.0 0.0 0.0698
H -0.347 -7.957 -0.291 0.0 0.0 0.0 0.1328
H 4.129 -3.183 -5.030 0.0 0.0 0.0 0.1234
H 6.414 1.897 1.544 0.0 0.0 0.0 0.1270
H 2.661 5.012 -4.671 0.0 0.0 0.0 0.1296
H -4.189 0.538 2.082 0.0 0.0 0.0 0.0954
H 3.928 -5.950 1.196 0.0 0.0 0.0 0.1298
H -4.965 0.162 3.609 0.0 0.0 0.0 0.1070
H 5.468 1.085 -0.581 0.1 -0.1 0.0 0.1155
H -2.080 -1.693 7.118 0.0 0.0 0.0 0.1304
H -4.032 -1.227 5.201 0.0 0.0 0.0 0.1502
H 0.224 -2.798 1.324 0.0 -0.1 0.0 0.0481
H 4.357 3.288 -5.160 0.0 0.0 0.0 0.1281
H -0.605 -5.898 -1.845 0.0 0.0 0.0 0.0810
H 4.962 2.199 3.511 0.0 -0.1 0.0 0.1273
H 1.140 -2.499 2.802 0.0 0.0 0.0 0.1062
H -0.280 2.214 -7.480 0.0 0.0 0.0 0.1473
H 2.873 -1.265 -4.135 0.0 0.0 0.0 0.0939
```
Forces are in eV/Å.

The net charge is +4. The HOMO energy is -18.082 eV. For the energy above the lowest of the compared OMol25 structures with the same formula, charge and spin, the calculation gives 0.000 eV. As for the HOMO-LUMO gap: 3.813 eV. The value obtained for the energy is -125044.7472 eV.